No. 1
An isolated molecule of C5H7NOS2, computed with ωB97M-V with the def2-TZVPD basis set.

Geometry as XYZ:
```
16
C5H7NOS2 (ωB97M-V with the def2-TZVPD basis set)
N -1.929 -5.079 1.121
C -1.344 -4.095 1.164
C -0.524 -2.993 1.041
S -1.346 -1.570 0.421
S -1.902 0.510 1.731
O -1.130 0.396 2.956
C -0.712 1.382 0.623
C -0.441 0.709 -0.709
C 0.113 -0.661 -0.266
H 0.365 -3.038 1.711
H 0.353 1.387 1.137
H -0.743 2.487 0.514
H 0.262 1.225 -1.385
H -1.330 0.600 -1.298
H 0.462 -1.278 -1.051
H 0.771 -0.485 0.579
```

As for the frontier orbital gap (spin up / spin down): 6.64 / 7.23 eV. The energy relative to the best compared isomer or geometry (same formula, charge and spin) is 76.4 kcal per mole. The highest occupied orbital energy (spin up / spin down) comes out at -7.90 / -8.21 eV.

No. 2
A structure of composition C4H6N2O, computed with ωB97M-V with the def2-TZVPD basis set.

Geometry as XYZ:
```
13
C4H6N2O (ωB97M-V with the def2-TZVPD basis set)
N 1.991 -1.241 -1.152
C 1.578 -0.427 -0.300
O 2.204 0.661 0.334
C 0.908 0.942 0.883
C 0.275 -0.108 0.347
C -2.001 0.232 -0.420
N -0.994 -0.627 0.205
H 2.965 -1.058 -1.394
H 0.735 1.834 1.469
H -1.531 1.157 -0.773
H -2.442 -0.276 -1.284
H -2.801 0.492 0.280
H -0.958 -1.554 -0.196
```

As for the frontier orbital gap: 9.37 eV. The energy relative to the best compared isomer or geometry (same formula, charge and spin) is 70.2 kcal per mole. The highest occupied orbital energy comes out at -8.41 eV.

No. 3
A cluster of 2 separate species, C8H12OSi in total, computed with ωB97M-V with the def2-TZVPD basis set.

Geometry as XYZ:
```
22
C8H12OSi (ωB97M-V with the def2-TZVPD basis set)
C 1.305 -3.644 0.153
C 1.385 -2.600 1.152
C 0.671 -3.169 -0.935
C 0.792 -1.492 0.670
C 0.304 -1.769 -0.677
C -0.328 -0.919 -1.474
C 0.912 2.491 0.224
C -2.222 1.955 0.983
O -1.410 2.966 -1.503
Si -0.845 2.024 -0.304
H 1.695 -4.639 0.285
H 1.851 -2.717 2.115
H 0.453 -3.691 -1.849
H 0.673 -0.537 1.147
H -0.670 -1.115 -2.473
H 1.292 1.814 0.982
H 1.599 2.455 -0.617
H 0.942 3.501 0.635
H -2.255 2.877 1.560
H -3.186 1.831 0.502
H -2.075 1.130 1.672
H -0.884 3.248 -2.248
```

As for the frontier orbital gap (spin up / spin down): 7.66 / 7.66 eV. The energy relative to the best compared isomer or geometry (same formula, charge and spin) is 17.5 kcal per mole. The highest occupied orbital energy (spin up / spin down) comes out at -7.67 / -7.67 eV.

No. 4
A cluster of 3 separate species, C5H17N2O in total, computed with ωB97M-V with the def2-TZVPD basis set.

Geometry as XYZ:
```
25
C5H17N2O (ωB97M-V with the def2-TZVPD basis set)
C -0.560 -1.085 1.307
N 0.894 -0.776 1.160
C 1.253 0.259 2.214
C -1.377 -1.102 0.041
N -1.054 0.170 -0.716
C 3.216 0.394 -3.486
C -2.855 -1.050 0.435
H -0.702 -1.931 1.874
H -0.960 -0.200 1.797
H 0.943 -0.220 0.236
H 1.003 -0.084 3.201
H 0.772 1.267 2.042
H 2.379 0.606 2.110
H -1.147 -2.019 -0.505
H -0.899 -0.139 -1.693
H 2.709 -0.032 -2.605
H 3.704 -0.395 -4.283
H 4.215 1.042 -3.007
H 2.849 1.285 -4.084
H -3.329 -1.726 1.016
H -3.382 -0.711 -0.386
H -2.851 -0.048 0.921
H -2.065 2.819 1.005
H -1.414 1.485 0.317
O -1.341 2.192 1.089
```

As for the frontier orbital gap: 4.72 eV. The energy relative to the best compared isomer or geometry (same formula, charge and spin) is 215.4 kcal per mole. The charge is +1. The highest occupied orbital energy comes out at -14.33 eV.

No. 5
A cluster of 5 separate species, C40H85IN3O5S2 in total, computed with ωB97M-V with the def2-TZVPD basis set.

Geometry as XYZ:
```
136
C40H85IN3O5S2 (ωB97M-V with the def2-TZVPD basis set)
C 2.544 2.058 3.081
C 3.114 0.845 3.235
C 3.242 -0.185 2.138
N 4.534 0.032 1.440
C 4.867 -0.963 0.444
C 4.669 -2.433 0.921
C 5.878 -3.355 0.658
C 5.400 -4.507 -0.217
O 5.039 -4.345 -1.330
I 5.322 -6.462 0.664
N 4.396 -2.372 2.397
C 3.084 -1.667 2.633
C 2.598 -1.884 4.059
C 1.066 -1.921 4.217
C 0.206 -0.963 3.388
S -1.452 -1.752 3.449
C -2.699 -0.536 3.900
S -3.526 -0.850 5.254
N -3.040 0.577 3.110
C -2.387 1.810 3.594
C -2.814 3.063 2.816
C -1.883 3.420 1.632
C -1.536 4.901 1.565
C -0.490 5.277 0.495
C -0.425 4.318 -0.697
C 0.652 4.767 -1.705
C 1.159 3.558 -2.509
C -2.801 0.381 1.670
C -3.515 -0.833 1.081
C -3.682 -0.673 -0.438
C -2.345 -0.707 -1.182
C -1.861 -2.132 -1.515
C -2.781 -2.829 -2.537
C -3.657 -3.954 -1.985
C -2.882 -4.981 -1.150
H 2.727 2.677 2.209
H 1.934 2.454 3.886
H 3.554 0.631 4.204
H 2.481 0.013 1.386
H 5.284 0.130 2.115
H 4.302 -0.812 -0.475
H 5.910 -0.822 0.165
H 3.791 -2.836 0.425
H 6.219 -3.805 1.590
H 6.705 -2.854 0.163
H 4.294 -3.327 2.743
H 5.141 -1.892 2.902
H 2.366 -2.167 1.981
H 3.076 -1.216 4.768
H 2.926 -2.886 4.365
H 0.770 -2.929 3.920
H 0.813 -1.830 5.270
H 0.502 -0.909 2.341
H 0.191 0.043 3.794
H -1.292 1.737 3.633
H -2.706 1.953 4.627
H -2.739 3.890 3.520
H -3.848 2.985 2.487
H -2.352 3.074 0.712
H -0.962 2.835 1.711
H -2.461 5.448 1.359
H -1.222 5.237 2.554
H 0.505 5.282 0.946
H -0.722 6.273 0.119
H -1.391 4.281 -1.203
H -0.151 3.312 -0.379
H 1.482 5.169 -1.124
H 0.232 5.496 -2.392
H 1.566 3.833 -3.479
H 0.327 2.869 -2.664
H 1.931 3.013 -1.964
H -3.165 1.240 1.116
H -1.718 0.335 1.488
H -4.478 -0.975 1.572
H -2.930 -1.741 1.225
H -4.353 -1.445 -0.809
H -4.155 0.293 -0.634
H -1.554 -0.240 -0.588
H -2.409 -0.142 -2.113
H -0.848 -2.012 -1.905
H -1.773 -2.684 -0.578
H -2.162 -3.228 -3.343
H -3.386 -2.046 -2.991
H -4.068 -4.489 -2.843
H -4.480 -3.580 -1.376
H -1.940 -5.232 -1.639
H -3.468 -5.882 -0.980
H -2.649 -4.571 -0.167
C -0.901 6.313 7.337
C -1.742 6.512 6.087
C -3.075 7.165 6.414
O -1.959 5.255 5.437
H -1.416 5.657 8.044
H 0.051 5.842 7.088
H -0.699 7.263 7.834
H -1.197 7.130 5.372
H -3.653 6.532 7.095
H -3.669 7.298 5.510
H -2.935 8.138 6.885
H -2.440 4.688 6.049
C -1.723 -0.669 -6.736
C -2.988 -1.342 -6.226
C -4.095 -1.294 -7.266
O -3.422 -0.713 -5.019
H -1.915 0.385 -6.957
H -0.938 -0.708 -5.979
H -1.356 -1.150 -7.644
H -2.772 -2.380 -5.967
H -4.349 -0.256 -7.497
H -4.999 -1.775 -6.889
H -3.795 -1.791 -8.189
H -3.620 0.207 -5.223
C -5.753 2.663 -10.345
C -5.580 2.423 -8.854
C -6.643 3.151 -8.046
O -4.277 2.840 -8.437
H -5.655 3.728 -10.574
H -4.982 2.137 -10.909
H -6.730 2.323 -10.691
H -5.634 1.354 -8.648
H -6.571 4.230 -8.206
H -6.503 2.971 -6.979
H -7.646 2.826 -8.325
H -4.203 3.784 -8.609
C 9.719 -8.300 3.276
C 9.934 -8.181 1.775
C 9.916 -6.728 1.324
O 8.935 -8.922 1.076
H 8.743 -7.891 3.555
H 9.733 -9.346 3.581
H 10.490 -7.766 3.832
H 10.888 -8.634 1.506
H 8.944 -6.275 1.548
H 10.069 -6.661 0.246
H 10.692 -6.147 1.823
H 8.081 -8.539 1.297
```

As for the frontier orbital gap: 6.88 eV. The charge is +1. The highest occupied orbital energy comes out at -10.03 eV.

No. 6
A cluster of 13 separate species, C60H132O43P4 in total, computed with ωB97M-V with the def2-TZVPD basis set.

Geometry as XYZ:
```
239
C60H132O43P4 (ωB97M-V with the def2-TZVPD basis set)
C 3.858 3.607 -4.180
C 5.171 4.189 -4.529
O 5.845 4.301 -3.314
P 7.362 4.763 -3.173
O 8.238 4.311 -4.239
O 7.214 6.402 -3.090
C 7.041 7.271 -4.207
C 7.185 8.741 -3.791
O 7.842 4.380 -1.575
C 6.895 4.848 -0.604
C 7.172 4.502 0.877
H 3.294 4.286 -3.541
H 3.313 3.449 -5.110
H 3.966 2.638 -3.693
H 5.745 3.723 -5.330
H 5.097 5.214 -4.893
H 7.797 7.053 -4.962
H 6.051 7.114 -4.635
H 6.532 9.043 -2.972
H 8.206 8.939 -3.464
H 7.008 9.321 -4.697
H 6.869 5.937 -0.550
H 5.922 4.417 -0.840
H 7.094 3.444 1.128
H 8.123 4.762 1.342
H 6.324 4.823 1.481
C 0.412 2.527 -5.873
C -0.713 1.685 -6.578
O -1.256 0.809 -5.718
P -2.659 0.078 -6.113
O -3.030 0.318 -7.519
O -2.410 -1.484 -5.716
C -2.023 -2.456 -6.663
C -0.511 -2.782 -6.450
O -3.668 0.688 -4.953
C -3.287 0.815 -3.548
C -4.331 0.005 -2.762
H 0.639 3.396 -6.491
H 0.126 3.037 -4.954
H 1.301 1.922 -5.694
H -1.475 2.369 -6.953
H -0.370 1.185 -7.484
H -2.549 -3.365 -6.374
H -2.289 -2.090 -7.655
H -0.085 -3.234 -7.346
H -0.001 -1.857 -6.181
H -0.342 -3.479 -5.629
H -2.271 0.506 -3.301
H -3.350 1.822 -3.135
H -5.346 0.211 -3.100
H -4.235 -1.072 -2.622
H -4.084 0.224 -1.723
C -1.173 4.628 -2.691
C -0.123 5.480 -1.920
O 1.180 4.888 -1.965
P 2.347 5.562 -1.016
O 1.960 6.047 0.338
O 3.368 4.324 -1.065
C 3.287 3.291 -0.087
C 2.205 2.273 -0.595
O 2.969 6.700 -1.971
C 4.224 7.207 -1.661
C 4.132 8.749 -1.294
H -0.876 4.638 -3.739
H -1.031 3.583 -2.416
H -2.161 4.941 -2.352
H -0.046 6.471 -2.368
H -0.444 5.605 -0.886
H 4.240 2.803 0.118
H 3.013 3.693 0.888
H 1.287 2.564 -0.083
H 2.128 2.269 -1.682
H 2.431 1.257 -0.270
H 4.730 6.704 -0.837
H 4.870 7.103 -2.533
H 3.491 8.891 -0.423
H 5.111 9.036 -0.912
H 3.899 9.300 -2.205
C -2.774 -4.207 -2.289
C -2.713 -5.330 -1.290
O -1.706 -5.107 -0.349
P -1.841 -5.610 1.235
O -0.707 -5.159 2.115
O -3.264 -5.052 1.712
C -3.569 -4.833 3.087
C -5.064 -4.553 3.446
O -2.058 -7.218 1.106
C -0.958 -8.112 1.304
C 0.134 -8.092 0.248
H -3.661 -4.234 -2.922
H -2.635 -3.251 -1.784
H -1.966 -4.170 -3.019
H -3.733 -5.381 -0.908
H -2.522 -6.303 -1.743
H -3.275 -5.667 3.725
H -3.112 -3.925 3.479
H -5.351 -4.687 4.489
H -5.417 -3.570 3.134
H -5.615 -5.342 2.934
H -0.464 -7.972 2.266
H -1.446 -9.086 1.281
H 0.667 -7.142 0.287
H 0.893 -8.852 0.436
H -0.330 -8.240 -0.727
C 3.997 -1.016 -1.551
C 4.591 -0.537 -2.898
O 4.775 -1.671 -3.801
C 4.323 -1.503 -5.053
O 3.731 -0.510 -5.496
O 4.631 -2.661 -5.810
C 4.243 -2.661 -7.196
H 4.629 -1.854 -1.258
H 3.056 -1.567 -1.551
H 4.045 -0.235 -0.792
H 5.578 -0.081 -2.824
H 4.090 0.331 -3.327
H 4.437 -3.700 -7.462
H 4.694 -1.850 -7.768
H 3.182 -2.435 -7.300
C -4.371 0.783 5.671
C -4.357 -0.312 4.607
O -5.693 -0.363 3.958
C -6.626 -1.274 4.439
O -6.453 -2.141 5.301
O -7.798 -1.163 3.789
C -8.860 -2.080 3.956
H -4.920 0.676 6.606
H -4.576 1.819 5.400
H -3.327 0.945 5.938
H -4.217 -1.318 5.004
H -3.709 -0.087 3.760
H -9.528 -2.147 3.097
H -9.404 -1.740 4.837
H -8.438 -3.070 4.130
C -7.418 -1.918 -0.636
C -8.145 -1.103 0.460
O -9.550 -0.924 0.223
C -10.412 -1.756 0.600
O -10.173 -2.828 1.067
O -11.641 -1.175 0.532
C -12.869 -1.769 0.895
H -6.356 -1.673 -0.632
H -7.767 -1.731 -1.651
H -7.506 -2.977 -0.393
H -7.739 -0.091 0.452
H -7.949 -1.470 1.467
H -13.788 -1.189 0.808
H -12.746 -2.523 1.672
H -12.961 -2.453 0.051
C 2.833 4.705 4.260
C 3.672 3.423 4.435
O 4.420 3.132 3.269
C 5.414 2.282 3.377
O 6.030 1.990 4.418
O 5.551 1.640 2.204
C 6.522 0.643 1.996
H 3.373 5.652 4.238
H 2.253 4.840 5.173
H 2.112 4.618 3.447
H 3.040 2.586 4.733
H 4.390 3.602 5.235
H 6.192 0.034 1.155
H 6.664 -0.068 2.811
H 7.460 1.119 1.712
C -1.785 4.744 2.500
C -1.437 3.393 1.999
O -1.886 3.270 0.597
C -3.088 2.686 0.209
O -3.559 2.617 -0.950
O -3.800 2.218 1.329
C -4.982 1.428 1.115
H -2.834 5.040 2.496
H -1.111 5.386 1.932
H -1.374 4.846 3.504
H -1.835 2.659 2.699
H -0.350 3.384 2.081
H -5.636 1.837 1.886
H -4.845 0.347 1.084
H -5.599 1.627 0.238
C 0.818 -4.003 6.460
C -0.166 -4.037 5.275
O -1.486 -4.176 5.710
C -2.143 -3.037 6.081
O -1.838 -1.882 5.910
O -3.335 -3.421 6.765
C -3.982 -2.527 7.623
H 1.004 -2.958 6.709
H 1.805 -4.410 6.237
H 0.399 -4.510 7.329
H 0.088 -4.871 4.620
H -0.029 -3.219 4.567
H -3.590 -2.398 8.632
H -4.986 -2.911 7.807
H -3.958 -1.518 7.211
C 0.856 -4.303 -2.224
C 1.774 -4.593 -1.001
O 2.830 -5.437 -1.540
C 3.664 -6.091 -0.678
O 3.696 -5.910 0.535
O 4.360 -6.950 -1.478
C 5.239 -7.841 -0.909
H 1.463 -3.753 -2.943
H 0.066 -3.623 -1.904
H 0.339 -5.110 -2.743
H 1.257 -4.947 -0.109
H 2.359 -3.722 -0.707
H 5.835 -8.352 -1.665
H 4.666 -8.602 -0.379
H 5.939 -7.255 -0.314
C 3.170 -1.690 2.185
C 2.761 -0.406 2.996
O 2.042 -0.752 4.151
C 1.107 0.117 4.611
O 0.716 1.118 4.006
O 0.892 -0.197 5.887
C 0.010 0.604 6.667
H 3.789 -1.608 1.292
H 2.234 -2.170 1.898
H 3.754 -2.358 2.818
H 2.236 0.233 2.285
H 3.535 0.306 3.283
H -0.322 0.036 7.536
H -0.816 1.047 6.111
H 0.608 1.377 7.150
C -1.616 -1.651 2.026
C -0.785 -0.522 1.498
O 0.030 -0.808 0.375
C -0.477 -0.800 -0.789
O -1.636 -0.537 -1.092
O 0.612 -0.986 -1.609
C 0.468 -0.799 -3.004
H -0.920 -2.432 2.331
H -2.232 -2.133 1.267
H -2.196 -1.378 2.908
H -0.052 -0.140 2.209
H -1.323 0.414 1.346
H 1.072 -1.439 -3.647
H 0.517 0.242 -3.324
H -0.518 -1.172 -3.282
```

As for the frontier orbital gap: 10.56 eV. The energy relative to the best compared isomer or geometry (same formula, charge and spin) is 70.1 kcal per mole. The highest occupied orbital energy comes out at -10.19 eV.

No. 7
A structure of composition C16H17Cl2N2O3PdS, computed with ωB97M-V with the def2-TZVPD basis set.

Geometry as XYZ:
```
42
C16H17Cl2N2O3PdS (ωB97M-V with the def2-TZVPD basis set)
Pd -0.213 -0.662 -0.253
O 1.931 -1.128 0.110
N 2.509 -0.504 1.090
C 3.820 -0.196 0.969
C 4.550 0.305 2.018
C 3.918 0.523 3.240
C 2.554 0.306 3.324
C 1.824 -0.170 2.233
S 0.129 -0.334 2.278
H 4.240 -0.424 0.001
H 5.603 0.497 1.884
H 4.475 0.872 4.099
H 2.002 0.507 4.229
C -3.098 -1.053 0.523
N -2.491 -0.348 -0.597
C -2.874 -0.954 -1.863
C -2.809 1.087 -0.582
C -1.580 1.979 -0.570
C -1.758 3.357 -0.538
C -0.669 4.209 -0.582
C 0.607 3.675 -0.645
C 0.785 2.299 -0.636
C -0.297 1.421 -0.608
H -4.200 -1.003 0.482
H -2.743 -0.613 1.457
H -2.790 -2.101 0.501
H -3.948 -0.805 -2.073
H -2.677 -2.026 -1.840
H -2.281 -0.516 -2.667
H -3.421 1.315 0.299
H -3.410 1.340 -1.468
H -2.761 3.767 -0.478
H -0.817 5.281 -0.561
H 1.463 4.337 -0.695
H 1.798 1.907 -0.668
Cl 2.325 -4.146 -2.008
C 0.595 -4.285 -1.717
Cl -0.228 -4.858 -3.173
C -0.004 -2.903 -1.291
O 0.073 -1.982 -2.109
O -0.565 -2.946 -0.188
H 0.436 -5.024 -0.928
```

As for the frontier orbital gap (spin up / spin down): 6.07 / 7.37 eV. The energy relative to the best compared isomer or geometry (same formula, charge and spin) is 8.8 kcal per mole. The charge is -1. The highest occupied orbital energy (spin up / spin down) comes out at -3.11 / -4.42 eV. Its spin multiplicity is 3.

| no. | maximum force (eV/A) |
| --- | --- |
| 1 | 3.6 |
| 2 | 0.5 |
| 3 | 2.8 |
| 4 | 5.7 |
| 5 | 1.9 |
| 6 | 4.8 |
| 7 | 2.5 |